The following is a DFT calculation (the ωB97M-V functional and the def2-TZVPD basis) of a gas-phase ion, C7H14N (charge +1).

The HOMO-LUMO gap is 10.373 eV. The molecular weight is 112.2 g/mol. Its net charge is +1. The energy above the lowest of the compared OMol25 structures with the same formula, charge and spin is 39.7 kcal per mole. Its spin multiplicity is 1.

CARTESIAN COORDINATES (ANGSTROEM)
C: -0.523 0.758 0.065
C: -1.818 0.677 0.195
C: 0.564 1.814 0.277
C: 0.712 -0.241 -0.172
C: -2.594 -0.514 0.084
C: 0.693 -1.024 -1.477
C: 1.058 -1.099 1.176
N: 1.653 1.001 -0.225
H: -2.326 1.635 0.308
H: 0.420 2.915 -0.121
H: 0.653 1.916 1.318
H: -2.427 -1.004 1.134
H: -2.291 -1.052 -0.762
H: -3.657 -0.313 0.057
H: 0.035 -1.904 -1.625
H: 1.756 -1.375 -1.648
H: 0.394 -0.344 -2.277
H: 0.225 -1.205 1.841
H: 1.814 -0.552 1.796
H: 1.349 -2.164 1.064
H: 1.765 1.271 -1.204
H: 2.545 0.807 0.198

Here are the Löwdin charges for atoms 1 to 2, given in e: -0.1501 -0.1344

The following is a DFT calculation (the ωB97M-V functional and the def2-TZVPD basis) of a molecular structure, C39H55BN10O2OsSSeSi2.

The expectation value of S² is 6.053. The HOMO-LUMO gap (alpha / beta) is 5.559 / 3.532 eV. The molecular weight is 1064.2 g/mol. Its net charge is +2. Its spin multiplicity is 5.

CARTESIAN COORDINATES (ANGSTROEM)
Os: -1.395 0.510 0.711
B: -3.049 3.779 1.327
N: -2.250 2.951 2.396
C: -2.170 3.393 3.647
C: -1.374 2.533 4.400
C: -0.986 1.560 3.513
N: -1.520 1.811 2.292
N: -2.874 3.218 -0.109
C: -3.228 3.896 -1.201
C: -2.903 3.147 -2.326
C: -2.332 1.994 -1.821
N: -2.323 2.050 -0.478
H: -2.594 4.891 1.331
H: -4.210 3.765 1.626
H: -2.681 4.294 3.943
H: -1.107 2.629 5.437
H: -0.355 0.709 3.689
H: -3.695 4.864 -1.124
H: -3.055 3.419 -3.355
H: -1.925 1.140 -2.341
C: 1.364 -2.460 -2.347
Si: 1.218 -2.752 -0.506
C: 2.178 -1.634 0.656
C: 1.449 -4.542 -0.009
C: -0.801 -1.131 1.931
Si: -3.732 -0.418 0.890
C: -3.982 -2.188 1.498
C: -4.537 -0.381 -0.823
C: -4.531 0.679 2.205
H: 2.416 -2.537 -2.636
H: 0.998 -1.472 -2.618
H: 0.813 -3.214 -2.910
H: 3.220 -1.617 0.322
H: 2.172 -2.033 1.672
H: 1.828 -0.605 0.664
H: 2.509 -4.790 -0.112
H: 0.891 -5.229 -0.644
H: 1.166 -4.734 1.025
H: -1.198 -1.257 2.938
H: -3.626 -2.942 0.797
H: -5.064 -2.316 1.595
H: -3.538 -2.381 2.474
H: -4.488 -1.377 -1.266
H: -4.105 0.328 -1.525
H: -5.592 -0.124 -0.701
H: -3.969 0.675 3.141
H: -5.518 0.259 2.412
H: -4.664 1.715 1.891
C: 5.082 3.700 3.294
N: 4.681 2.383 3.735
C: 3.558 1.737 3.369
Se: 2.271 2.277 2.181
N: 3.554 0.545 4.010
C: 4.688 0.413 4.803
C: 5.137 -0.602 5.631
C: 6.345 -0.392 6.275
C: 7.073 0.785 6.092
C: 6.622 1.799 5.264
C: 5.410 1.592 4.623
H: 4.409 4.031 2.508
H: 6.099 3.666 2.906
H: 5.039 4.408 4.122
H: 2.813 -0.123 3.917
H: 4.572 -1.514 5.766
H: 6.735 -1.154 6.935
H: 8.014 0.906 6.611
H: 7.196 2.705 5.125
C: 4.188 0.507 -2.658
C: 2.833 0.907 -3.258
C: 1.917 1.454 -2.215
N: 1.144 0.780 -1.445
N: 0.462 1.537 -0.537
C: 0.723 2.824 -0.639
N: 0.172 3.788 0.106
S: 1.872 3.181 -1.888
H: 4.844 0.134 -3.443
H: 4.060 -0.276 -1.912
H: 4.670 1.361 -2.183
H: 2.363 0.045 -3.728
H: 2.991 1.668 -4.024
H: -0.408 3.547 0.891
H: 0.495 4.736 0.032
C: -0.266 1.139 -5.071
O: -0.784 -0.022 -4.439
C: -1.590 -0.837 -5.184
C: -1.900 -0.637 -6.518
C: -2.716 -1.541 -7.184
C: -3.228 -2.644 -6.521
C: -2.925 -2.846 -5.186
C: -2.104 -1.953 -4.505
N: -1.747 -2.106 -3.163
C: -1.875 -3.210 -2.419
C: -1.518 -3.324 -1.074
C: -1.715 -4.570 -0.421
C: -1.526 -4.728 0.925
C: -1.175 -3.631 1.736
C: -0.959 -2.402 1.170
C: -0.994 -2.231 -0.253
O: -1.144 -0.934 -0.677
H: 0.277 1.685 -4.303
H: -1.067 1.771 -5.461
H: 0.418 0.878 -5.881
H: -1.504 0.213 -7.055
H: -2.956 -1.373 -8.225
H: -3.868 -3.346 -7.037
H: -3.346 -3.698 -4.669
H: -1.337 -1.306 -2.697
H: -2.270 -4.088 -2.912
H: -2.086 -5.397 -1.015
H: -1.692 -5.696 1.379
H: -1.145 -3.746 2.813
H: 0.264 -0.847 2.010

Here are the Löwdin charges for atoms 1 to 2, given in e: 1.3662 -0.4156

The following is a DFT calculation (the ωB97M-V functional and the def2-TZVPD basis) of 8 unconnected molecules or ions with the total composition C11H9BCl28N3O5S.

The HOMO-LUMO gap is 8.878 eV. The molecular weight is 1298.8 g/mol. Its net charge is +1. The energy above the lowest of the compared OMol25 structures with the same formula, charge and spin is 0.0 kcal per mole. Its spin multiplicity is 1.

CARTESIAN COORDINATES (ANGSTROEM)
O: 0.257 3.123 1.892
S: -0.988 2.501 1.548
O: -1.597 1.614 2.481
C: -0.729 1.526 0.051
C: -0.917 2.276 -1.205
N: -1.994 2.348 -1.981
O: -3.171 1.720 -1.754
N: -1.829 3.108 -3.062
C: -0.597 3.522 -2.966
N: -0.013 3.040 -1.830
C: 1.347 3.315 -1.313
B: 1.302 4.563 -0.299
O: 0.143 5.304 -0.187
O: 2.375 4.832 0.476
H: -1.895 3.464 1.233
H: 0.286 1.113 0.058
H: -1.417 0.680 0.085
H: -3.681 2.292 -1.159
H: -0.082 4.153 -3.669
H: 2.011 3.424 -2.170
H: 1.668 2.419 -0.784
H: -0.218 5.596 -1.029
H: 2.096 4.990 1.387
C: -1.105 8.231 1.384
Cl: -0.276 8.593 -0.138
Cl: -1.662 9.724 2.118
Cl: -2.500 7.182 1.050
Cl: -0.002 7.403 2.487
C: 1.345 -1.391 2.448
Cl: -0.218 -1.965 3.002
Cl: 2.559 -2.642 2.654
Cl: 1.254 -0.966 0.701
Cl: 1.802 0.069 3.319
C: 0.762 2.456 6.463
Cl: -0.800 1.949 7.106
Cl: 1.957 1.187 6.745
Cl: 0.607 2.750 4.722
Cl: 1.281 3.940 7.264
C: -1.097 -5.210 0.428
Cl: -2.763 -4.876 0.908
Cl: -0.326 -3.700 -0.105
Cl: -0.212 -5.860 1.810
Cl: -1.079 -6.369 -0.897
C: 1.322 -0.462 -4.387
Cl: -0.022 -1.547 -4.699
Cl: 2.615 -1.315 -3.557
Cl: 1.910 0.236 -5.886
Cl: 0.746 0.871 -3.325
C: -2.572 -10.281 -2.457
Cl: -4.231 -9.954 -1.953
Cl: -1.829 -8.782 -3.038
Cl: -1.643 -10.886 -1.082
Cl: -2.567 -11.476 -3.751
C: 2.845 -7.482 -1.005
Cl: 3.797 -7.281 -2.478
Cl: 2.259 -5.899 -0.465
Cl: 1.471 -8.543 -1.330
Cl: 3.850 -8.192 0.258

Here are the Löwdin charges for atoms 1 to 2, given in e: -0.3720 0.6765

The following is a DFT calculation (the ωB97M-V functional and the def2-TZVPD basis) of a single C5H9O4 molecule.

The expectation value of S² is 0.764. The HOMO-LUMO gap (alpha / beta) is 9.694 / 8.540 eV. The molecular weight is 133.1 g/mol. Its net charge is 0. The energy above the lowest of the compared OMol25 structures with the same formula, charge and spin is 74.7 kcal per mole. Its spin multiplicity is 2.

CARTESIAN COORDINATES (ANGSTROEM)
H: -2.613 -1.425 -0.248
O: 0.668 -2.724 1.097
C: 0.607 -1.554 1.473
C: 0.144 -0.356 0.793
C: 0.221 0.897 1.553
C: -0.147 -0.375 -0.642
C: 0.628 0.665 -1.497
O: -0.130 0.975 -2.637
O: -1.513 -0.081 -0.973
O: -2.393 -0.556 0.111
H: 0.941 -1.269 2.502
H: -0.102 1.799 1.011
H: -0.387 0.782 2.468
H: 1.263 1.052 1.890
H: 0.032 -1.393 -1.037
H: 0.836 1.582 -0.923
H: 1.615 0.301 -1.798
H: 0.330 1.681 -3.141

Here are the Löwdin charges for atoms 1 to 2, given in e: 0.1020 0.0397

Number 1: total energy -8967.355 eV, strongest force on any atom 4.58 eV/Å. Number 2: total energy -155399.967 eV, strongest force on any atom 1.15 eV/Å. Number 3: total energy -388391.132 eV, strongest force on any atom 1.60 eV/Å. Number 4: total energy -13515.704 eV, strongest force on any atom 1.93 eV/Å.